Entry 1:
The molecule C5H10O. Source: OMol25; level of theory: wB97M-V/def2-TZVPD.

The HOMO-LUMO gap comes out at 9.30 eV. The spin multiplicity is 1. For the LUMO energy, the calculation gives 0.9159 eV.

XYZ file:
```
16
Properties=species:S:1:pos:R:3:forces:R:3
H 0.176101 1.288962 -1.393579 0.0 -0.1 0.1
H -0.182008 -1.232314 -1.228499 0.0 -0.1 0.1
H 1.545569 0.285591 -0.929665 -0.1 0.0 0.1
H -2.488211 -1.020697 -0.170076 0.1 0.1 0.0
H -0.145598 1.987852 1.000869 0.1 -0.1 0.0
H 1.171709 0.912444 1.497466 -0.1 0.2 -0.1
C -1.854940 -0.152315 -0.379149 -0.1 0.1 0.0
C 0.786034 1.517398 0.671313 0.0 0.1 -0.1
H -2.055236 0.585127 0.402948 0.0 -0.1 -0.1
C -0.377046 -0.545160 -0.392886 -0.1 0.0 0.1
C 0.574115 0.661154 -0.586818 0.1 0.2 0.2
H 1.143502 -2.454680 1.585893 0.0 0.0 -0.2
H 1.505194 2.321838 0.483958 -0.1 -0.1 -0.1
H -2.174869 0.267651 -1.338287 0.1 0.0 0.1
O 0.920629 -2.064715 0.726567 0.0 0.0 0.2
C -0.054949 -1.204232 0.932732 0.1 0.0 -0.3
```
Forces are in eV/Å.

---

Entry 2:
C20H41GdN2P3Se as an isolated structure. Source: OMol25; level of theory: wB97M-V/def2-TZVPD.

As for the net charge: +3. The HOMO-LUMO gap (spin up / spin down) comes out at 5.38 / 3.80 eV. The spin multiplicity is 8. For the LUMO energy (spin up / spin down), the calculation gives -10.4091 / -11.9854 eV.

XYZ file:
```
68
Properties=species:S:1:pos:R:3:forces:R:3
P 0.048211 2.793666 0.801520 -0.2 2.0 -0.5
C -3.717292 1.296728 1.147260 0.4 -0.1 0.2
C 0.443898 0.854142 3.773842 -0.4 -0.5 0.1
C -0.866091 3.744240 2.049617 -0.2 -0.2 0.4
H 0.428409 1.326985 5.842237 -0.3 -0.3 -0.6
H 2.610362 -2.875637 0.304861 0.0 -0.3 0.1
H -1.520665 -3.422800 -0.761504 0.4 -0.1 -0.1
H 4.203015 0.228864 -6.966513 -0.3 0.0 0.3
H -0.430053 3.565709 3.036994 -0.1 0.1 -0.1
C -0.587279 -3.926236 2.076764 -0.2 0.2 0.5
H 0.697318 0.151598 -1.566059 -0.6 0.1 -2.1
H -0.501618 4.454325 -0.934756 -0.1 -0.5 0.1
C -3.648693 -1.607109 1.205973 0.5 0.0 0.2
H 4.782751 -0.287698 -4.579437 -0.5 0.0 -0.1
H 2.354260 0.958013 -1.183649 -0.1 -0.4 0.4
C 1.060400 0.319229 -5.609475 -0.2 0.2 1.1
C -1.002255 -0.790023 3.912212 0.5 0.5 -0.7
N -0.173597 -0.081878 3.031580 0.4 0.9 0.7
H 0.000332 0.453309 -5.870085 0.6 0.1 -0.1
C 3.418990 0.167159 -6.206900 -0.5 0.0 0.3
H -3.332106 2.201424 0.650626 -0.3 -0.2 0.2
H -2.717331 -1.046830 -1.716246 -0.3 0.3 -0.1
C 3.739303 -0.116685 -4.866594 -0.3 0.0 -0.4
H 2.365326 -0.909664 -1.110078 -0.3 0.2 0.4
H 1.949231 -4.539920 0.412550 0.0 0.3 0.2
H -0.270383 2.792392 -1.617390 -0.2 0.5 0.3
C -3.225314 -0.180209 -1.268340 0.4 -0.1 0.3
H -4.312862 -0.252224 -1.420372 0.4 0.0 0.1
H 2.972387 -0.461741 -2.864534 0.2 0.2 -0.6
H -4.792513 1.177687 0.942939 0.4 0.0 0.0
H 2.971939 1.060726 1.238504 -0.4 -0.1 -0.2
H -0.164833 -4.607534 -0.887902 -0.1 0.5 0.2
H -4.711934 -1.594466 0.921679 0.4 0.0 0.1
Gd 0.067804 -0.006499 0.654542 -2.0 -0.7 1.2
C 2.346770 0.045168 -0.568654 3.2 0.4 2.0
C 1.398923 0.132125 -4.241607 1.5 -0.5 -1.0
H 2.311111 -3.606668 1.902315 -0.1 0.0 -0.3
H -1.614391 -3.595929 2.248317 0.0 -0.1 0.0
H -0.049445 -3.857712 3.025734 -0.1 0.0 0.0
H 1.158599 1.577935 3.400892 -0.1 -0.1 0.2
H -0.612586 -4.974790 1.764269 0.1 0.2 -0.1
P -2.784932 -0.148084 0.518005 -1.6 0.1 -0.8
H 2.384174 3.049206 0.178362 -0.1 0.4 0.1
H -3.160987 -2.512111 0.810337 -0.3 0.2 0.2
H -1.582908 -1.595011 3.470247 0.0 0.1 0.7
H -2.835488 0.744552 -1.719711 -0.2 -0.3 -0.1
H 2.078038 3.689977 1.813418 -0.1 0.1 -0.3
C 2.730061 -0.186884 -3.895355 -0.6 0.5 -0.1
C 1.677134 3.625104 0.791426 0.2 -0.3 0.0
H 3.011306 -0.781966 1.328400 -0.5 0.1 -0.1
H 0.005829 -2.948085 -1.574877 -0.2 -0.3 0.1
C -0.870947 -0.269932 5.166122 0.4 0.1 -0.6
H -0.818827 4.817373 1.831064 0.0 -0.2 0.0
H 1.782965 0.519769 -7.620593 0.2 -0.1 0.4
C 2.716479 0.108939 0.762039 1.0 -0.1 -2.3
H -1.321213 -0.614157 6.083360 0.1 0.3 0.1
H -1.912818 3.428524 2.085414 0.1 0.1 0.0
H 1.549781 4.632815 0.371679 0.2 -0.3 0.2
Se -0.020315 0.339114 -2.941580 -0.3 -0.3 0.7
P 0.238113 -2.869227 0.853421 0.1 -1.8 -0.7
H -1.789652 3.197374 -0.764052 0.4 0.2 -0.1
C -0.701289 3.378556 -0.783587 0.1 -0.4 -0.1
H -3.553808 -1.575887 2.302095 -0.2 -0.2 -0.3
C -0.422675 -3.541811 -0.747578 0.0 0.5 0.0
C 2.071403 0.351033 -6.578966 0.2 -0.2 0.5
H -3.542901 1.358179 2.232209 -0.2 0.2 -0.3
C 1.942353 -3.540533 0.868714 0.2 0.3 0.1
N 0.053009 0.783994 5.054877 -0.4 -0.9 0.2
```
Forces are in eV/Å.

---

Entry 3:
C14H16I2NO5W as an isolated structure. Source: OMol25; level of theory: wB97M-V/def2-TZVPD.

As for the net charge: +1. The HOMO-LUMO gap (spin up / spin down) comes out at 6.07 / 5.35 eV. The spin multiplicity is 3. For the LUMO energy (spin up / spin down), the calculation gives -5.4387 / -6.1724 eV.

XYZ file:
```
39
Properties=species:S:1:pos:R:3:forces:R:3
C -3.143454 1.443274 -0.242851 0.3 -0.4 -0.1
C 2.732146 -0.936126 -0.212651 0.8 0.2 0.3
C 2.819446 -3.152426 -1.017151 -0.1 0.2 -0.1
C 2.004946 -1.380726 1.087049 -0.3 0.6 0.1
C 1.337746 -0.146226 1.723849 1.3 -1.7 1.7
I -1.354154 0.351374 -3.112851 0.4 0.0 0.3
C -3.729954 0.127274 -0.554351 -0.2 -0.4 0.0
H 3.111946 0.090574 -0.208751 -0.3 -0.2 0.0
H -3.898254 -0.010626 -1.631251 0.2 0.1 0.2
O -0.914654 -1.533126 -0.877651 -0.6 -1.7 -0.3
C -0.536354 3.391074 1.304149 0.4 0.2 0.3
C -0.399554 -1.624926 0.339849 -0.5 -1.1 1.6
C 0.922646 -2.352026 0.506849 0.0 -0.1 -0.3
N -1.818054 1.606474 0.100049 -0.2 -0.1 -0.2
O 1.678646 -1.080326 -1.212351 -0.3 0.1 0.2
H -3.102954 -0.696826 -0.176551 -0.4 0.4 -0.3
H 4.300346 -1.627226 -1.515951 0.0 0.0 0.1
H -4.718854 0.064274 -0.094651 0.1 0.0 0.1
H -4.869254 2.823074 -0.351351 -0.3 0.0 0.0
C -1.714154 2.888874 0.586649 0.5 -0.3 0.0
W -0.284754 0.243074 -0.563951 -0.6 4.7 -2.8
O 0.937446 0.686474 0.775749 0.5 1.5 0.3
H 2.654346 -1.869526 1.814249 -0.1 0.1 -0.1
H -3.121854 4.597874 0.687549 0.0 0.2 0.1
H 0.091146 2.577874 1.684149 -0.2 0.3 -0.1
H 2.901546 -3.991126 -0.331351 -0.1 -0.1 0.0
C -3.840254 2.670774 -0.098151 0.5 0.4 0.2
H 0.709946 -2.898526 -1.653551 0.2 0.2 0.2
H 4.465446 -2.226126 0.136349 0.0 0.0 0.1
C 1.438846 -2.496026 -0.943751 -0.4 -0.8 -0.2
C 3.751246 -1.986226 -0.645551 -0.2 0.2 -0.1
I 1.214046 2.344274 -1.630351 -0.2 -0.5 0.0
O 1.236646 0.050574 2.896349 0.0 0.3 -0.5
H 0.822246 -3.275626 1.076449 -0.1 0.0 0.0
H 3.012746 -3.509326 -2.024451 0.0 -0.1 0.0
C -2.950354 3.573474 0.423249 -0.4 -0.5 -0.3
H 0.074446 4.039674 0.664949 0.0 -0.1 0.0
H -0.858654 4.019774 2.137649 -0.1 -0.1 0.0
O -0.962454 -0.797026 1.154349 0.3 -1.6 -0.4
```
Forces are in eV/Å.

---

Entry 4:
The molecule C3H5NO3. Source: OMol25; level of theory: wB97M-V/def2-TZVPD.

As for the structure (SMILES): CC(=O)NC(=O)O. The HOMO-LUMO gap comes out at 9.55 eV. The spin multiplicity is 1. For the LUMO energy, the calculation gives -0.8190 eV.

XYZ file:
```
12
Properties=species:S:1:pos:R:3:forces:R:3
N -0.063202 0.244866 0.529746 0.2 -1.0 0.5
C -1.069070 -0.672454 0.401978 -0.1 -1.3 -4.0
H -0.449582 -2.394330 -0.913479 1.0 0.5 -0.1
O -2.053737 -0.887664 1.046961 0.4 0.7 1.6
H -0.756559 -0.805370 -1.856749 0.4 -0.2 0.1
H 2.696877 0.891296 1.316772 -0.1 -1.5 -0.3
O 2.053674 1.054321 0.622215 -0.7 0.6 -2.2
C 0.959609 0.527229 -0.407366 0.5 3.9 5.4
O 0.874122 1.235609 -1.321248 0.6 -1.4 -2.5
H -1.971355 -1.848259 -1.061168 -0.2 0.5 -0.4
C -0.963669 -1.433605 -0.993235 -1.3 -0.5 1.5
H 0.191380 0.794127 1.341446 -0.6 -0.5 0.4
```
Forces are in eV/Å.

---

Calculated values (Ha) of E for the records, taken in order: -271.657576 -5086.346825 -1636.290096 -397.707648.
Calculated values (kcal per mole) of relative energy (zero: lowest compared OMol25 entry of this formula, charge and spin) for the records, taken in order: 59.6 2.4 21.4 81.0.